# C21H17N5OS

A single C21H17N5OS molecule in a non-equilibrium geometry (ωB97M-V/def2-TZVPD, OMol25).

CARTESIAN COORDINATES (ANGSTROEM)
O1 1.74733 0.62929 3.31753
N1 -0.21481 -4.24039 1.95447
N2 -3.11762 1.48092 -3.40864
N3 -4.53877 -0.44028 -3.52826
S1 -0.50071 -1.68863 1.60444
C1 2.71473 0.80102 2.71140
C2 0.23301 -3.08666 2.41510
C3 -1.10445 -4.01215 0.96660
C4 -1.43941 -2.75508 0.62075
C5 -4.24280 0.84855 -3.87264
C6 -0.81397 1.82084 0.11227
C7 0.84718 2.00453 -1.62356
C8 0.17659 1.92062 1.07119
C9 1.82281 2.07646 -0.68512
C10 -3.42811 -2.95643 -1.03864
C11 -2.37232 -2.28234 -0.44591
C12 -0.47879 1.76981 -1.23390
C13 1.53782 1.94610 0.64951
C14 -4.16737 -2.42158 -2.08748
C15 -2.44870 0.82153 -2.50718
C16 -1.98964 -1.08740 -1.00920
C17 -3.82854 -1.09712 -2.59137
C18 -2.72602 -0.47604 -2.04725
N4 -1.36078 1.66622 -2.29023
N5 2.71424 1.61693 1.57094
C19 4.17112 0.41406 3.17965
C20 4.18307 1.99785 1.26680
C21 5.04146 1.30537 2.34481
H1 1.03661 -2.84830 3.05574
H2 -1.74773 -4.84026 0.52656
H3 -5.02296 1.35343 -4.50093
H4 -1.87485 1.58643 0.37453
H5 1.04397 2.16145 -2.68668
H6 -0.12538 1.78545 2.12628
H7 2.83268 2.09359 -1.03389
H8 -3.71309 -3.91617 -0.60120
H9 -4.92833 -2.96124 -2.54126
H10 -1.20261 -0.61715 -0.51564
H11 -1.38592 2.49847 -2.95456
H12 4.35305 0.62604 4.21764
H13 4.30978 -0.60015 2.72755
H14 4.25889 3.06933 1.35158
H15 4.35201 1.57429 0.22959
H16 5.66477 1.88689 3.09194
H17 5.73254 0.57190 1.71670

- HOMO-LUMO gap (eV) = 7.78
- E (Ha) = -1557.5884
- ΔE to the lowest compared entry with this formula, charge and spin (eV) = 2.552
- HOMO (Eh) = -0.2919
- SMILES string = O=C1CCCN1c1ccc(Nc2ncnc3ccc(-c4cncs4)cc23)cc1

natural (NBO) population analysis, charges in e, atoms 1 to 2:
1 O -0.592
2 N -0.416

***

# C21H17N7OS7Ti

A molecular structure, C21H17N7OS7Ti in a non-equilibrium geometry (ωB97M-V/def2-TZVPD, OMol25).

CARTESIAN COORDINATES (ANGSTROEM)
Ti1 -0.17559 -0.57455 -0.01113
O1 2.98948 -3.69229 -5.43816
C1 2.35467 -3.19342 -4.53355
S1 1.70862 -1.55369 -4.56894
C2 0.94674 -1.58143 -2.98659
C3 1.07505 -2.70726 -2.27249
S2 0.35785 -2.94762 -0.70606
S3 1.98127 -4.01399 -3.01888
S4 0.01853 -0.19883 -2.46710
C4 5.05379 1.91447 -0.21419
C5 4.93476 1.32071 1.03564
C6 3.80372 0.59423 1.37955
C7 2.74457 0.43811 0.47103
C8 2.87973 1.02604 -0.79317
C9 4.01036 1.75474 -1.12091
N1 1.58819 -0.27568 0.80530
N2 1.68818 -0.87052 2.07072
C10 0.63517 -1.52269 2.45436
C11 0.65421 -2.22522 3.71889
C12 -0.40713 -2.96114 4.09792
C13 -1.56267 -3.04248 3.25455
C14 -1.56283 -2.34548 2.09291
N3 -0.51394 -1.58488 1.67828
H1 5.94319 2.47303 -0.48180
H2 5.73795 1.41577 1.75892
H3 3.71113 0.13359 2.35025
H4 2.08849 0.91459 -1.52001
H5 4.07956 2.19662 -2.11000
H6 1.54375 -2.12977 4.32631
H7 -0.39243 -3.48850 5.04572
H8 -2.42443 -3.63281 3.53114
H9 -2.41968 -2.34389 1.43321
S5 -2.61169 -0.25539 -0.47888
C15 -2.52526 1.15128 0.51466
S6 -1.09344 1.30153 1.44885
C16 -3.53639 2.10683 0.53990
C17 -4.66180 2.05415 -0.33545
N4 -5.58384 2.07143 -1.03061
C18 -3.49145 3.22623 1.42397
N5 -3.50570 4.13166 2.14077
C19 2.39033 5.79822 -2.04755
N6 1.65156 4.83881 -1.24525
C20 0.39062 4.40077 -1.55902
S7 -0.09097 2.86944 -1.19394
N7 -0.44838 5.30546 -2.16891
C21 -0.49491 6.70625 -1.76750
H10 3.45290 5.59230 -1.93200
H11 2.21289 6.82621 -1.72745
H12 2.13386 5.71735 -3.10746
H13 2.19639 4.08331 -0.85431
H14 -1.35347 4.87902 -2.29395
H15 0.22861 7.31091 -2.31381
H16 -0.31587 6.82557 -0.69547
H17 -1.48826 7.08958 -1.99159

- HOMO-LUMO gap (alpha / beta) (eV) = 5.41 / 5.41
- E (Ha) = -4905.9525
- charge = -2
- ΔE to the lowest compared entry with this formula, charge and spin (eV) = 1.331
- HOMO (alpha / beta) (Eh) = -0.0486 / -0.0486

natural (NBO) population analysis, charges in e, atoms 1 to 2:
1 Ti 1.213
2 O -0.622

***

# C21H18Br4N3O5Pt

A molecular structure, C21H18Br4N3O5Pt (ωB97M-V/def2-TZVPD, OMol25).

CARTESIAN COORDINATES (ANGSTROEM)
Pt1 0.77856 0.01736 0.20704
Br1 7.03757 1.81851 2.49643
C1 5.38051 1.79041 1.58473
C2 5.05801 2.78176 0.67237
Br2 6.26151 4.19573 0.31441
C3 3.82388 2.73762 0.00790
Br3 3.30070 4.04353 -1.25194
C4 2.91996 1.71373 0.24452
O1 1.74701 1.63757 -0.36440
C5 3.24802 0.69551 1.18005
O2 2.36486 -0.26400 1.39217
C6 4.47119 0.75261 1.83261
Br4 4.82604 -0.63494 3.06594
O3 -3.46478 1.85070 0.54846
C7 -2.34204 1.32145 0.53130
O4 -1.70577 0.75343 1.43303
C8 -1.68227 1.35136 -0.88467
C9 -2.28181 2.19689 -1.85016
C10 -1.82058 2.21045 -3.12381
C11 -0.79366 1.31383 -3.50067
C12 -0.30660 1.22758 -4.82484
C13 0.66460 0.32547 -5.15058
C14 1.18150 -0.53453 -4.16094
C15 0.73942 -0.46276 -2.86988
C16 -0.25021 0.47968 -2.50713
N1 -0.67580 0.55296 -1.19231
H1 -3.09939 2.81142 -1.50638
H2 -2.23940 2.87847 -3.86828
H3 -0.72198 1.89282 -5.57286
H4 1.03835 0.26636 -6.16489
H5 1.94442 -1.25581 -4.42501
H6 1.14030 -1.10326 -2.09541
C17 -2.22154 -1.02557 3.53636
N2 -1.09206 -1.59230 2.80890
C18 0.20444 -1.26484 3.37996
C19 -1.17605 -1.85297 1.48904
O5 -0.20688 -1.74701 0.68626
N3 -2.34023 -2.37507 1.02067
C20 -2.55720 -2.42393 -0.41056
C21 -3.18595 -3.23795 1.81892
H7 -1.93765 -0.03485 3.89001
H8 -2.49327 -1.65803 4.38656
H9 -3.06782 -0.88320 2.87473
H10 0.20438 -1.57669 4.42622
H11 0.39532 -0.19244 3.31764
H12 0.99882 -1.77498 2.84731
H13 -1.93113 -1.68416 -0.89803
H14 -3.60433 -2.19710 -0.62042
H15 -2.31843 -3.41302 -0.81649
H16 -2.69324 -3.48340 2.75649
H17 -3.36620 -4.16572 1.26893
H18 -4.15310 -2.77867 2.04068

- HOMO-LUMO gap (eV) = 6.66
- E (Ha) = -11767.0263
- charge = -1
- ΔE to the lowest compared entry with this formula, charge and spin (eV) = 0.058
- HOMO (Eh) = -0.1611

natural (NBO) population analysis, charges in e, atoms 1 to 2:
1 Pt 0.990
2 Br 0.056

***

# C21H18ClN5

A single C21H18ClN5 molecule in a non-equilibrium geometry (ωB97M-V/def2-TZVPD, OMol25).

CARTESIAN COORDINATES (ANGSTROEM)
Cl1 -0.25789 -9.32411 2.84538
N1 0.26878 -2.51811 1.73947
N2 -0.78737 -7.54071 1.02048
N3 -0.01725 -1.24536 1.97071
N4 -0.50242 -2.25183 -0.50125
C1 0.05630 -2.95044 0.44162
C2 -0.86966 -6.41441 0.31191
C3 -0.18260 -7.71994 2.16985
C4 0.55886 -6.64287 2.62580
C5 -1.05885 6.02678 0.71569
C6 0.69153 -5.50929 1.87484
C7 -2.14414 5.25943 1.30175
C8 -0.13169 5.36075 -0.15855
C9 -1.55218 1.12972 -0.99285
C10 -1.17928 3.19571 0.27332
C11 -1.18260 1.76383 0.16391
C12 -0.03905 -5.30979 0.70979
C13 -2.09375 3.85606 1.10875
C14 -0.19022 4.00309 -0.43259
C15 -0.85838 0.91114 1.24335
C16 -1.36078 -0.23223 -1.21405
C17 -0.57616 -0.45953 0.98954
C18 -0.75121 -1.00761 -0.24149
N5 -0.01356 -4.20074 -0.04704
C19 -3.19617 2.99979 1.81903
C20 0.81321 3.35758 -1.28841
C21 -1.68460 -0.81577 -2.50033
H1 -1.49477 -6.44465 -0.57404
H2 0.95269 -6.53479 3.64901
H3 -0.98836 7.10508 0.83508
H4 1.31438 -4.73469 2.37480
H5 -2.92672 5.85528 1.80742
H6 0.79935 5.96326 -0.54024
H7 -2.01059 1.71418 -1.73421
H8 -0.58439 1.21440 2.29646
H9 -0.33661 -4.29117 -0.99112
H10 -2.99083 2.49736 2.78504
H11 -3.52442 2.33622 1.08295
H12 -4.00122 3.76374 2.17293
H13 1.72261 3.85736 -1.46368
H14 1.08862 2.33564 -0.86487
H15 0.33254 3.13801 -2.21107
H16 -2.42977 -0.10120 -2.97996
H17 -2.24386 -1.79425 -2.52490
H18 -0.72233 -0.78271 -2.95762

- HOMO-LUMO gap (eV) = 7.12
- E (Ha) = -1544.9061
- ΔE to the lowest compared entry with this formula, charge and spin (eV) = 2.609
- HOMO (Eh) = -0.2975
- SMILES string = Cc1cccc(C)c1-c1cc(C)c2nc(Nc3ccc(Cl)nc3)nnc2c1

natural (NBO) population analysis, charges in e, atoms 1 to 2:
1 Cl 0.010
2 N -0.254